{
  "formula": "C44H100N4O8S4",
  "method": "the ωB97M-V functional and the def2-TZVPD basis",
  "e_above_lowest_kcal_mol": 33.6,
  "e_homo_ev": -8.02,
  "gap_ev": 8.17,
  "total_energy_ha": -4149.77025,
  "elements": ["C", "S", "O", "C", "H", "H", "H", "H", "H", "H", "C", "S", "O", "C", "H", "H", "H", "H", "H", "H", "C", "S", "O", "C", "H", "H", "H", "H", "H", "H", "C", "S", "O", "C", "H", "H", "H", "H", "H", "H", "C", "C", "C", "C", "C", "C", "N", "O", "C", "C", "C", "H", "H", "H", "H", "H", "H", "H", "H", "H", "H", "H", "H", "H", "H", "H", "H", "H", "H", "H", "C", "C", "C", "C", "C", "C", "N", "O", "C", "C", "C", "H", "H", "H", "H", "H", "H", "H", "H", "H", "H", "H", "H", "H", "H", "H", "H", "H", "H", "H", "C", "C", "C", "C", "C", "C", "N", "O", "C", "C", "C", "H", "H", "H", "H", "H", "H", "H", "H", "H", "H", "H", "H", "H", "H", "H", "H", "H", "H", "H", "C", "C", "C", "C", "C", "C", "N", "O", "C", "C", "C", "H", "H", "H", "H", "H", "H", "H", "H", "H", "H", "H", "H", "H", "H", "H", "H", "H", "H", "H"],
  "coordinates": [[-0.167908, 2.269196, -6.043773], [-0.603837, 1.853185, -4.340349], [0.405675, 2.513887, -3.461777], [-2.166460, 2.827212, -4.316560], [0.563039, 1.519156, -6.345496], [-0.017107, 3.300308, -6.344585], [-1.053529, 1.915558, -6.591159], [-2.903570, 2.268640, -4.907557], [-2.142832, 3.757012, -4.883682], [-2.534306, 2.828331, -3.293966], [0.165623, -4.238585, 4.871973], [0.163532, -6.044581, 4.817003], [-0.244969, -6.468906, 3.423924], [1.977432, -6.166936, 4.890296], [0.327577, -3.670535, 3.956610], [0.731339, -3.898011, 5.741309], [-0.833877, -3.881313, 5.153858], [2.313415, -5.547584, 4.057683], [2.318590, -7.191823, 4.762867], [2.422483, -5.783218, 5.807732], [5.177142, 0.841805, -0.433245], [6.032832, 1.961593, 0.742269], [5.099105, 2.166566, 1.908157], [7.304749, 0.763503, 1.366649], [4.733485, 0.018399, 0.138137], [5.824148, 0.577642, -1.261198], [4.215132, 1.336657, -0.595873], [6.815877, 0.011592, 1.986757], [8.035838, 1.313945, 1.952090], [7.786264, 0.208615, 0.559736], [2.753707, 4.891928, -5.021435], [4.069716, 4.732622, -3.714749], [4.568799, 6.132926, -3.462695], [2.968632, 4.243708, -2.383254], [2.022068, 4.122548, -4.762712], [3.156234, 4.781399, -6.022021], [2.262494, 5.852001, -4.868047], [1.984710, 4.708009, -2.444484], [3.498488, 4.430955, -1.452573], [2.764056, 3.176700, -2.497256], [-0.893123, -0.834436, 10.238532], [-1.016014, 0.396206, 9.330123], [0.395986, 1.015835, 9.283596], [0.756842, 1.866026, 8.038834], [0.294462, 1.144417, 6.774243], [-1.156538, 0.664379, 6.775880], [-1.349482, -0.137293, 8.000539], [-2.578141, -0.836675, 7.956277], [-2.122562, 1.859666, 6.728022], [-1.305833, -0.237816, 5.569153], [-2.061177, 1.362471, 9.896053], [-0.739656, -0.492775, 11.267074], [-0.003425, -1.435495, 10.046231], [-1.770242, -1.479287, 10.206296], [0.542220, 1.633128, 10.174985], [1.121412, 0.213524, 9.419803], [1.844877, 1.818921, 8.099106], [0.403097, 2.895816, 7.986863], [1.022253, 0.329358, 6.710715], [0.445415, 1.828046, 5.934722], [-2.218632, 2.151488, 5.677338], [-3.130780, 1.494542, 6.935614], [-1.799989, 2.672253, 7.368945], [-2.336486, -0.604454, 5.495357], [-1.219100, 0.238525, 4.589494], [-0.661482, -1.117439, 5.583563], [-1.954335, 2.432660, 9.698975], [-2.074764, 1.398917, 10.991260], [-3.053963, 1.037109, 9.581858], [-2.286568, -1.753634, 7.937264], [-8.825506, -0.026740, -3.709272], [-7.300087, 0.144505, -3.703404], [-6.789891, 0.560354, -2.304662], [-6.618100, -0.621562, -1.303572], [-5.785681, -1.699799, -2.040701], [-6.288941, -2.206427, -3.407047], [-6.679807, -1.088447, -4.225586], [-7.059216, -1.399933, -5.535990], [-5.011246, -2.819069, -3.995410], [-7.456987, -3.208442, -3.165898], [-6.907400, 1.308468, -4.627791], [-9.198896, 1.000455, -3.621496], [-9.120525, -0.603195, -2.831984], [-9.325508, -0.377899, -4.611151], [-5.818018, 1.054692, -2.326398], [-7.508619, 1.281810, -1.909364], [-7.605463, -0.987986, -1.025312], [-5.984728, -0.258042, -0.497703], [-5.895517, -2.528937, -1.337693], [-4.795865, -1.271636, -2.162887], [-4.114402, -2.209317, -3.948789], [-4.907271, -3.841640, -3.622252], [-5.105142, -2.974229, -5.079217], [-7.905961, -3.029662, -2.184738], [-8.329662, -3.127090, -3.819144], [-7.100515, -4.238465, -3.192832], [-7.290181, 1.115340, -5.633393], [-5.838592, 1.502295, -4.733216], [-7.322671, 2.272638, -4.321719], [-7.953976, -1.779448, -5.436593], [-0.380852, 1.907603, 1.899685], [0.659453, 1.288589, 0.941589], [1.396739, 0.148680, 1.617023], [0.527475, -1.061721, 1.856181], [-0.106419, -1.462827, 0.513628], [-0.809859, -0.383854, -0.333319], [0.004936, 0.835247, -0.315391], [-0.649594, 1.916486, -0.932019], [-0.974734, -0.912578, -1.758480], [-2.220205, -0.197816, 0.271160], [1.621441, 2.419342, 0.523960], [0.125680, 2.480717, 2.680749], [-1.074907, 2.565364, 1.376929], [-1.008386, 1.181605, 2.420439], [2.284667, -0.173939, 1.066165], [1.691720, 0.538840, 2.597044], [1.108123, -1.824762, 2.381177], [-0.223437, -0.828872, 2.620703], [-0.768381, -2.299300, 0.755250], [0.683972, -1.912040, -0.098254], [-1.600810, -0.219648, -2.332073], [-1.317971, -1.946709, -1.773666], [-0.112717, -0.916045, -2.436073], [-2.891131, -1.006682, -0.027855], [-2.675957, 0.770369, 0.051436], [-2.269059, -0.219586, 1.364020], [1.056425, 3.341053, 0.384365], [2.329487, 2.513114, 1.347603], [2.041653, 2.213704, -0.459734], [-0.355801, 1.840315, -1.862394], [6.200426, -1.991988, -5.598198], [6.245760, -1.135739, -4.306642], [6.175440, 0.359771, -4.682615], [4.746196, 0.737368, -5.146422], [3.803365, 0.414254, -3.998315], [3.733982, -1.044227, -3.569761], [5.118996, -1.491364, -3.409487], [5.204690, -2.842166, -2.985473], [3.025275, -1.133183, -2.217297], [2.995637, -1.824769, -4.663919], [7.569761, -1.344104, -3.561394], [6.615624, -2.984273, -5.453620], [6.810453, -1.403133, -6.287532], [5.181491, -2.004277, -5.965526], [6.479375, 1.151393, -3.990841], [6.841039, 0.616195, -5.514954], [4.511001, 0.256168, -6.098780], [4.714139, 1.805524, -5.373643], [2.777030, 0.717441, -4.236447], [4.115957, 1.075305, -3.183717], [3.207660, -0.335850, -1.499577], [1.932734, -1.096412, -2.247763], [3.193624, -2.099439, -1.737250], [2.957786, -1.238696, -5.587174], [3.368129, -2.814784, -4.920026], [1.924618, -1.954102, -4.469826], [8.353429, -0.865461, -4.156537], [7.765519, -2.411669, -3.454805], [7.720165, -0.863123, -2.591908], [5.575463, -2.749988, -2.100505]],
  "atomic_forces_ev_per_a": [[-1.25, -1.62, -0.47], [-0.40, 1.09, -0.92], [-0.09, -0.01, 0.22], [-0.22, -0.94, -0.71], [0.60, 0.61, 0.02], [0.45, 0.10, 0.53], [-0.05, 0.17, -0.01], [0.20, -0.47, 0.22], [0.55, 0.42, 0.75], [0.15, 0.52, 0.05], [-1.36, 0.85, 0.93], [0.04, -0.06, -1.12], [0.48, 0.42, 1.29], [0.20, 0.20, -0.43], [0.79, -0.57, -0.20], [0.56, -0.07, -0.33], [-0.22, -0.57, -0.10], [0.20, -0.17, -0.06], [-0.31, -0.07, -0.13], [-0.39, 0.09, 0.15], [-0.73, 0.36, 1.86], [-0.09, -0.84, 0.81], [0.48, -0.13, -0.85], [-0.49, -0.08, -0.40], [0.97, -0.51, 0.04], [-0.36, -0.05, -0.28], [0.50, 0.65, -0.97], [-0.27, 0.26, 0.12], [-0.02, 0.07, -0.04], [0.09, 0.36, -0.19], [0.00, -0.42, 1.21], [-0.05, 1.17, -0.83], [-0.38, -0.99, 0.00], [-0.33, -0.32, -0.21], [0.05, -0.17, -0.37], [0.12, 0.02, 0.03], [0.26, 0.15, -0.04], [0.19, 0.42, 0.20], [-0.11, 0.09, 0.05], [0.23, -0.07, -0.01], [0.04, 0.15, 0.85], [0.23, -0.29, -0.02], [-0.44, 0.85, 0.00], [-0.27, -1.04, 0.39], [0.93, 0.41, 0.50], [0.47, 0.29, 0.65], [1.40, -0.38, -0.79], [-0.15, 0.38, 0.38], [-0.29, -0.92, -1.19], [-1.47, -0.63, -0.72], [-0.59, 0.37, 0.65], [-0.28, -0.02, 0.03], [-0.10, 0.00, -0.53], [-0.07, 0.13, 0.09], [-0.24, 0.00, 0.09], [0.08, -0.06, -0.49], [0.08, 0.73, -0.52], [0.02, 0.02, 0.71], [-0.51, -0.39, -0.58], [-0.03, -0.25, -0.21], [0.34, 0.56, 0.12], [0.05, 0.18, 0.56], [-0.24, 0.10, -0.02], [0.04, -0.17, 0.34], [0.62, 0.49, 0.29], [0.20, 0.13, 0.21], [0.25, -0.19, -0.80], [0.15, -0.58, -0.01], [-0.03, 0.12, 0.00], [-0.17, -0.02, -0.05], [-0.10, 1.41, 0.76], [0.34, -0.12, -0.90], [-0.29, -1.09, 0.82], [0.13, 0.69, -2.39], [-1.60, 0.59, 1.03], [0.18, 0.33, 0.44], [1.64, 1.58, 0.50], [-0.62, -0.30, 0.67], [-0.86, -1.37, -1.78], [0.04, -0.07, 0.27], [-0.37, 0.24, -0.91], [-0.39, -0.20, 0.37], [-0.28, -0.06, -0.13], [0.50, -0.40, -0.13], [0.01, 0.08, -0.53], [0.04, 0.11, -0.06], [0.15, -0.09, 0.51], [-0.52, -0.18, 0.52], [1.14, -0.39, -0.28], [0.29, -0.40, 0.24], [-0.05, 0.09, 0.73], [0.56, 0.25, 0.38], [-0.41, 0.03, 0.08], [0.22, -0.07, 0.11], [0.38, 0.07, -0.49], [-0.12, -0.02, 0.02], [0.05, 0.03, 0.01], [0.12, -0.53, 0.26], [-0.27, -0.20, 0.29], [0.21, 0.01, -0.38], [-0.08, -0.08, 0.49], [-1.20, 0.86, -0.97], [0.06, 0.09, 0.65], [-0.60, 0.74, -0.07], [0.88, -1.23, 0.49], [-0.36, -0.14, 1.33], [1.19, -1.16, 0.01], [-0.48, -0.24, -0.44], [0.21, 0.61, -0.96], [-0.60, 0.26, 0.49], [-0.67, -0.30, 0.38], [0.03, 0.09, -0.07], [0.23, 0.10, -0.15], [0.17, -0.17, -0.09], [0.06, 0.31, -0.12], [0.45, 0.04, -0.17], [0.08, -0.40, -0.68], [-0.27, 0.17, -0.32], [-0.40, 0.14, -0.50], [0.11, 0.10, -0.03], [-0.72, -0.43, 0.26], [-0.55, 0.18, 0.08], [0.62, 0.04, 0.82], [0.02, 0.09, -0.30], [0.08, -0.10, -0.56], [0.55, -0.18, 0.02], [0.07, 0.07, 0.22], [0.42, 0.32, -0.39], [0.46, -0.28, 0.22], [0.29, 0.57, 0.61], [0.60, 1.33, 0.34], [-0.34, 0.14, 0.70], [-1.13, 0.88, -1.33], [0.62, -0.14, 0.14], [-0.60, 0.91, -0.32], [0.52, -0.12, -0.23], [0.74, 1.09, 1.23], [0.03, 0.13, -0.37], [-0.94, -0.55, 0.58], [-1.19, -0.02, -0.73], [0.46, -0.20, -0.44], [-0.15, -0.08, -0.02], [0.07, -0.58, -0.43], [0.01, -0.28, -0.17], [-0.07, -0.76, 0.95], [0.16, -0.70, -0.08], [-0.15, -0.30, 0.15], [-0.04, 0.06, 0.18], [-0.01, 0.04, 0.01], [-0.03, -0.29, 0.25], [0.69, 0.03, -0.23], [0.02, 0.06, -0.75], [0.34, 0.04, 0.00], [0.40, -0.10, -0.10], [0.29, 0.03, 0.34], [0.11, -0.03, 0.47], [0.10, -0.44, -0.25], [0.23, 0.07, 0.01], [-0.80, 0.03, 0.12], [-0.08, -0.20, -0.02]],
  "lowdin_charge": [-0.26, 0.85, -0.55, -0.23, 0.05, 0.06, 0.05, 0.05, 0.06, 0.05, -0.29, 0.83, -0.56, -0.27, 0.05, 0.05, 0.04, 0.05, 0.05, 0.05, -0.27, 0.83, -0.57, -0.25, 0.05, 0.04, 0.02, 0.05, 0.04, 0.04, -0.23, 0.81, -0.57, -0.28, 0.01, 0.04, 0.06, 0.06, 0.06, 0.02, -0.04, -0.50, -0.13, -0.17, -0.15, -0.51, -0.11, -0.02, -0.01, -0.04, -0.03, 0.09, 0.08, 0.08, 0.12, 0.11, 0.11, 0.10, 0.12, 0.12, 0.08, 0.09, 0.07, 0.09, 0.06, 0.08, 0.08, 0.08, 0.08, 0.10, -0.03, -0.50, -0.13, -0.15, -0.14, -0.50, -0.14, 0.00, -0.04, -0.01, -0.05, 0.08, 0.08, 0.08, 0.11, 0.12, 0.10, 0.10, 0.12, 0.10, 0.08, 0.08, 0.08, 0.07, 0.07, 0.08, 0.08, 0.07, 0.08, 0.09, -0.03, -0.49, -0.14, -0.18, -0.12, -0.49, -0.09, -0.05, -0.04, -0.03, -0.02, 0.09, 0.08, 0.05, 0.12, 0.13, 0.10, 0.09, 0.12, 0.11, 0.06, 0.09, 0.06, 0.08, 0.08, 0.07, 0.08, 0.08, 0.06, 0.03, -0.01, -0.49, -0.14, -0.17, -0.15, -0.49, -0.11, -0.01, -0.02, -0.02, -0.04, 0.08, 0.08, 0.06, 0.12, 0.11, 0.10, 0.10, 0.12, 0.10, 0.05, 0.05, 0.09, 0.07, 0.08, 0.08, 0.09, 0.08, 0.07, 0.10]
}